ORCA calculation (ωB97M-V/def2-TZVPD) on 9 unconnected molecules or ions with the total composition C23H44Cl2NO36S8.

Each line ends with the Mulliken charge.
Positions of all 114 atoms, in Å:
C: -1.57 1.77 1.47  -0.43
C: -2.76 2.77 1.39  -0.85
C: -2.47 4.04 0.49  -0.26
Cl: -3.81 4.11 -0.78  -0.24
N: -1.11 4.06 -0.03  1.05
C: -1.00 3.87 -1.46  -1.04
O: 0.30 3.65 -1.98  -0.24
O: 0.45 2.29 -2.22  -0.29
C: -0.28 5.06 0.59  0.79
C: -0.75 6.52 0.13  -1.13
Cl: -0.38 5.06 2.45  -0.22
C: 1.28 4.94 0.39  -0.20
O: 1.75 3.79 0.54  -0.61
O: 2.03 5.90 0.14  -0.81
H: -1.63 1.06 0.62  0.09
H: -0.57 2.24 1.58  0.11
H: -1.72 1.14 2.39  0.26
H: -3.02 3.11 2.42  0.24
H: -3.67 2.24 1.03  0.47
H: -2.72 4.93 1.12  0.49
H: -1.41 4.75 -2.03  0.32
H: -1.55 2.94 -1.72  0.47
H: 1.24 1.99 -1.75  0.28
H: -1.03 7.15 1.01  0.18
H: 0.00 7.03 -0.50  0.33
H: -1.68 6.45 -0.49  0.25
C: -1.49 -4.01 2.19  -0.24
C: -1.53 -3.19 3.46  0.39
O: -1.83 -1.86 3.02  -0.32
S: -2.77 -1.93 1.71  1.25
O: -4.11 -1.74 2.14  -0.58
O: -2.17 -1.15 0.69  -0.52
O: -2.54 -3.49 1.37  -0.28
H: -0.54 -3.88 1.66  0.23
H: -1.65 -5.07 2.38  0.33
H: -0.59 -3.21 4.00  -0.54
H: -2.34 -3.52 4.12  0.35
C: 4.74 2.80 -0.53  -0.04
C: 4.31 2.21 0.78  -0.12
O: 4.98 0.93 0.85  -0.28
S: 6.39 1.05 0.11  1.06
O: 7.41 1.27 1.07  -0.59
O: 6.47 -0.01 -0.85  -0.53
O: 6.13 2.43 -0.67  -0.36
H: 4.19 2.37 -1.37  0.19
H: 4.63 3.89 -0.55  0.22
H: 3.23 2.09 0.84  0.20
H: 4.65 2.81 1.63  0.23
C: 5.49 -2.28 -3.89  -0.37
C: 4.87 -1.33 -2.89  -0.16
O: 3.59 -0.99 -3.44  -0.28
S: 3.02 -2.25 -4.26  1.15
O: 2.12 -2.96 -3.42  -0.47
O: 2.66 -1.81 -5.57  -0.60
O: 4.40 -3.09 -4.35  -0.33
H: 5.90 -1.74 -4.75  0.31
H: 6.26 -2.90 -3.45  0.31
H: 5.47 -0.44 -2.74  0.24
H: 4.71 -1.82 -1.93  0.22
C: -6.89 -4.98 -1.08  -0.34
C: -6.92 -3.64 -1.79  -0.33
O: -6.97 -2.67 -0.75  -0.34
S: -6.17 -3.23 0.54  1.07
O: -4.86 -2.68 0.53  -0.38
O: -7.02 -3.15 1.67  -0.62
O: -6.07 -4.78 0.07  -0.33
H: -7.89 -5.27 -0.74  0.29
H: -6.48 -5.78 -1.70  0.32
H: -7.77 -3.54 -2.46  0.31
H: -6.00 -3.48 -2.36  0.26
C: -0.42 -3.27 -6.25  -0.06
C: -1.23 -2.04 -5.89  -0.32
O: -2.33 -2.05 -6.80  -0.32
S: -2.72 -3.57 -7.15  1.07
O: -3.81 -3.97 -6.33  -0.51
O: -2.75 -3.72 -8.57  -0.55
O: -1.38 -4.27 -6.58  -0.33
H: 0.20 -3.08 -7.14  0.29
H: 0.22 -3.60 -5.44  0.08
H: -0.66 -1.12 -5.98  0.34
H: -1.63 -2.12 -4.88  0.30
C: 4.08 -2.83 5.85  -0.34
C: 3.18 -1.69 6.27  -0.34
O: 2.09 -1.74 5.34  -0.27
S: 1.82 -3.27 4.91  1.13
O: 0.75 -3.78 5.71  -0.58
O: 1.81 -3.34 3.50  -0.49
O: 3.20 -3.89 5.46  -0.30
H: 4.69 -2.56 4.98  0.29
H: 4.73 -3.16 6.66  0.31
H: 3.67 -0.73 6.23  0.31
H: 2.78 -1.85 7.27  0.28
C: 1.00 9.70 4.03  -0.32
C: 1.06 9.65 2.52  -0.30
O: -0.27 9.34 2.11  -0.24
S: -1.32 9.98 3.16  1.11
O: -1.79 11.21 2.63  -0.56
O: -2.19 8.95 3.59  -0.52
O: -0.26 10.30 4.34  -0.33
H: 1.01 8.69 4.45  0.28
H: 1.81 10.28 4.46  0.31
H: 1.76 8.91 2.15  0.33
H: 1.32 10.63 2.10  0.24
C: -0.08 -5.52 -1.06  -0.27
C: -0.59 -6.53 -2.06  -0.37
O: -0.23 -7.81 -1.51  -0.35
S: -0.28 -7.72 0.10  1.07
O: -1.52 -8.24 0.53  -0.55
O: 0.96 -8.19 0.60  -0.54
O: -0.32 -6.12 0.22  -0.17
H: 1.00 -5.36 -1.16  0.28
H: -0.60 -4.57 -1.13  0.28
H: -0.14 -6.40 -3.05  0.30
H: -1.68 -6.50 -2.15  0.32

Results
Kohn-Sham gap: 7.0 eV
max |F|: 0.086 hartree/bohr
electronic energy: -211481.868 eV
total charge: -1
E_HOMO: -5.4 eV

ORCA calculation (ωB97M-V/def2-TZVPD) on a molecular structure, C31H88N6O13.

Each line ends with the Mulliken charge.
Positions of all 138 atoms, in Å:
C: 8.68 17.06 5.37  -0.32
O: 8.49 17.39 6.78  0.60
H: 7.94 16.40 4.92  0.22
H: 8.60 17.95 4.75  -0.45
H: 9.66 16.58 5.29  0.48
H: 7.81 18.05 6.94  -0.15
C: 13.11 16.15 6.22  -1.75
C: 14.50 16.52 5.83  1.14
C: 15.63 15.95 6.81  -1.03
O: 15.43 14.51 6.88  0.02
C: 16.07 13.67 5.93  -0.93
N: 14.71 16.12 4.39  -0.27
H: 12.77 15.16 5.93  0.30
H: 12.42 16.83 5.71  1.45
H: 13.06 16.29 7.30  -1.74
H: 14.67 17.56 6.13  -0.85
H: 15.46 16.36 7.80  -0.59
H: 16.68 16.17 6.59  0.86
H: 15.69 14.04 4.97  0.29
H: 15.87 12.61 6.12  0.25
H: 17.11 13.87 6.17  0.33
H: 15.69 15.91 4.30  0.51
H: 14.22 15.25 4.26  0.30
C: 12.25 19.41 5.06  -1.44
C: 11.27 18.32 4.51  2.22
C: 10.19 18.86 3.58  -2.32
O: 9.25 19.85 4.06  -0.45
C: 8.30 20.27 3.18  -1.03
N: 12.14 17.31 3.86  -0.65
H: 12.82 19.82 4.23  0.40
H: 12.91 18.96 5.81  0.23
H: 11.71 20.20 5.58  0.59
H: 10.85 17.99 5.46  -1.52
H: 9.52 18.03 3.36  0.73
H: 10.65 19.02 2.60  0.60
H: 8.88 20.73 2.38  0.40
H: 7.83 21.06 3.77  0.28
H: 7.63 19.44 2.96  0.29
H: 12.76 17.67 3.14  0.40
H: 12.81 17.03 4.56  0.05
C: 11.16 15.36 7.63  -0.47
C: 11.78 16.54 8.40  2.48
C: 10.79 17.53 9.13  -1.19
O: 11.01 18.87 8.59  -0.62
C: 10.39 19.00 7.33  -1.29
N: 12.61 15.86 9.37  -0.43
H: 11.94 14.70 7.28  0.90
H: 10.66 15.71 6.72  0.06
H: 10.31 14.87 8.12  0.09
H: 12.47 17.06 7.74  -0.48
H: 10.88 17.69 10.21  0.35
H: 9.76 17.28 8.90  0.48
H: 9.31 19.07 7.48  1.52
H: 10.64 18.35 6.49  0.36
H: 10.76 19.90 6.84  0.84
H: 13.11 15.06 9.02  0.64
H: 13.41 16.43 9.62  -1.10
C: 14.71 17.65 11.64  -1.47
C: 14.91 17.49 10.14  1.01
C: 16.37 17.91 9.62  -1.20
O: 16.68 17.69 8.22  -0.31
C: 15.89 18.52 7.29  -1.11
N: 14.82 16.05 9.91  -1.02
H: 13.75 17.29 11.99  -0.38
H: 14.69 18.71 11.90  0.55
H: 15.49 17.19 12.25  0.40
H: 14.10 17.96 9.59  0.02
H: 17.10 17.37 10.23  0.30
H: 16.68 18.95 9.72  0.46
H: 16.06 19.58 7.47  0.47
H: 14.80 18.40 7.29  0.48
H: 16.16 18.22 6.27  0.42
H: 15.46 15.58 10.54  0.37
H: 15.21 15.86 9.00  1.02
C: 5.53 17.66 8.01  -1.40
C: 5.38 19.01 7.62  0.36
C: 6.55 19.40 6.64  -0.63
O: 7.73 19.66 7.51  -0.47
C: 8.67 20.50 6.85  -1.45
N: 4.15 19.20 6.93  -0.76
H: 5.51 16.91 7.21  0.21
H: 4.66 17.35 8.59  0.59
H: 6.40 17.54 8.65  0.15
H: 5.37 19.75 8.43  0.33
H: 6.35 20.28 6.04  0.48
H: 6.68 18.63 5.87  0.13
H: 8.26 21.48 6.66  0.61
H: 9.16 20.05 5.99  0.52
H: 9.46 20.75 7.56  0.44
H: 4.03 20.16 6.64  0.30
H: 4.16 18.60 6.12  0.28
C: 12.53 16.60 13.26  -2.29
C: 11.58 15.69 12.44  0.32
C: 10.19 16.23 12.02  -0.29
O: 9.61 16.94 13.13  -0.51
C: 8.40 17.57 12.80  -0.81
N: 12.34 15.11 11.32  0.73
H: 12.47 17.63 12.90  0.46
H: 13.53 16.22 13.48  0.46
H: 12.14 16.73 14.27  0.51
H: 11.37 14.83 13.08  0.46
H: 9.53 15.38 11.83  0.45
H: 10.29 16.83 11.11  -0.46
H: 7.59 16.92 12.45  0.29
H: 8.61 18.35 12.07  0.29
H: 8.10 18.18 13.65  0.34
H: 13.14 14.56 11.59  0.59
H: 12.83 15.80 10.76  -0.67
C: 9.06 13.71 6.54  -0.32
C: 10.39 13.02 6.70  0.08
O: 10.31 12.00 7.67  -0.62
O: 8.18 12.72 6.06  -0.71
H: 9.17 14.52 5.82  0.27
H: 8.77 14.24 7.45  0.39
H: 11.18 13.73 6.97  -0.23
H: 10.75 12.47 5.83  0.45
H: 9.82 11.25 7.33  0.78
H: 8.19 12.01 6.70  0.40
C: 10.47 13.51 10.65  0.06
C: 9.08 13.02 10.12  -1.31
O: 9.07 11.88 9.16  -0.82
O: 11.06 14.38 9.77  -0.08
H: 11.05 12.61 10.86  0.16
H: 10.20 14.00 11.59  0.99
H: 8.41 13.81 9.78  0.22
H: 8.50 12.65 10.97  0.51
H: 9.42 12.11 8.30  0.12
H: 11.60 14.98 10.29  -0.99
C: 14.40 13.84 8.98  -0.63
C: 13.34 12.95 9.68  0.36
O: 12.49 12.41 8.68  -0.65
O: 13.77 14.85 8.23  0.33
H: 15.08 13.36 8.28  0.53
H: 15.07 14.26 9.73  -0.07
H: 12.77 13.50 10.43  -0.23
H: 13.88 12.16 10.20  0.50
H: 11.61 12.74 8.85  -0.14
H: 14.21 15.05 7.40  1.42

Results
Kohn-Sham gap: 6.3 eV
max |F|: 0.225 hartree/bohr
ΔE to the lowest compared entry with this formula, charge and spin: 2959.7 kJ/mol
electronic energy: -69095.192 eV
E_HOMO: -5.9 eV